Record 1
Below is a molecular structure, C32H27N7O11P2SW, with properties calculated with wB97M-V/def2-TZVPD.

Each line ends with the Mulliken spin population.
Element x y z (Å)
W1 3.31 8.98 20.82  1.66
O1 5.79 3.90 21.60  0.00
C1 5.81 4.27 20.33  0.00
C2 6.12 3.17 19.54  0.00
C3 5.97 3.26 18.17  0.00
C4 5.74 4.55 17.63  0.00
C5 5.54 5.68 18.42  0.00
C6 5.51 5.57 19.82  0.01
C7 5.02 6.69 20.59  0.02
O2 4.82 7.77 19.96  -0.04
N1 4.59 6.54 21.87  -0.04
N2 4.08 7.74 22.25  -0.04
C8 4.00 7.99 23.50  0.16
C9 3.79 9.38 23.85  0.06
C10 3.79 9.86 25.13  0.01
C11 3.71 11.24 25.28  0.03
C12 3.48 12.09 24.20  0.01
C13 3.52 11.56 22.94  0.04
N3 3.72 10.22 22.76  0.01
H1 5.61 4.65 22.20  0.00
H2 6.34 2.24 20.04  0.00
H3 6.05 2.40 17.53  0.00
H4 5.56 4.67 16.54  0.00
H5 5.23 6.62 17.99  0.00
H6 4.43 7.30 24.19  0.01
H7 3.92 9.16 25.95  0.00
H8 3.73 11.68 26.28  0.00
H9 3.28 13.13 24.32  0.00
H10 3.36 12.15 22.02  0.01
O3 5.16 11.95 18.10  0.00
P1 5.14 10.46 18.60  0.02
O4 6.48 9.87 18.42  0.01
O5 4.37 10.47 19.94  0.04
O6 4.12 9.78 17.56  0.01
P2 2.75 8.96 17.57  0.00
O7 1.67 9.90 16.85  0.00
O8 2.80 7.61 16.96  0.00
O9 2.39 8.92 19.08  0.05
H11 4.26 12.27 18.10  0.00
H12 1.35 10.61 17.44  0.00
O10 1.28 9.47 23.40  0.00
C14 0.87 10.01 22.39  -0.02
N4 -0.37 10.62 22.41  0.00
C15 -0.76 11.09 21.10  0.00
C16 0.67 10.98 20.37  0.02
O11 1.02 11.46 19.31  0.01
N5 1.49 10.23 21.20  -0.02
C17 -1.35 12.50 21.21  0.00
C18 -1.97 13.10 20.12  0.00
C19 -2.36 14.40 20.18  0.00
C20 -2.10 15.23 21.26  0.00
C21 -1.57 14.60 22.38  0.00
C22 -1.21 13.26 22.34  0.00
C23 -1.75 10.06 20.52  0.00
C24 -1.30 9.10 19.60  -0.01
C25 -2.19 8.27 18.95  0.00
C26 -3.54 8.36 19.21  0.00
C27 -3.95 9.21 20.23  0.00
C28 -3.11 10.07 20.89  0.00
H13 -1.06 10.22 23.04  0.00
H14 -2.15 12.50 19.23  0.00
H15 -2.90 14.77 19.30  0.00
H16 -2.40 16.28 21.31  0.00
H17 -1.40 15.16 23.28  0.00
H18 -0.80 12.82 23.23  0.00
H19 -0.25 9.11 19.31  0.01
H20 -1.81 7.61 18.16  0.00
H21 -4.30 7.74 18.70  0.00
H22 -5.02 9.21 20.40  0.00
H23 -3.49 10.70 21.74  0.00
S1 1.38 7.04 21.01  -0.01
C29 2.03 5.41 21.10  0.00
N6 2.32 4.84 19.90  -0.01
C30 2.59 3.55 19.73  0.00
C31 2.57 2.70 20.79  -0.01
C32 2.39 3.36 22.01  0.00
N7 2.07 4.65 22.15  -0.01
H24 2.31 5.43 19.08  0.00
H25 2.75 3.20 18.71  0.00
H26 2.83 1.67 20.68  0.00
H27 2.45 2.81 22.99  0.00

energy above the lowest of the compared OMol25 structures with the same formula, charge and spin: 0.0 kJ/mol
net charge: 0
total energy: -3594.96688 a.u.
2S+1: 3
HOMO energy (spin up / spin down): -0.29549 / -0.32106 hartree

Record 2
Below is a molecular structure, C32H28Cl3N4O7Ti, with properties calculated with wB97M-V/def2-TZVPD.

Each line ends with the Mulliken charge.
Element x y z (Å)
Ti1 1.55 -0.19 -0.01  -0.56
C1 -1.65 3.80 2.29  -1.62
C2 -2.69 3.24 1.33  0.66
C3 -3.79 4.28 1.07  -1.52
C4 -2.11 2.76 0.01  0.42
C5 -0.85 3.14 -0.44  0.01
C6 -0.38 2.72 -1.68  -0.74
C7 -1.15 1.92 -2.52  0.52
C8 -0.65 1.52 -3.88  -1.58
C9 -2.41 1.54 -2.06  -0.44
C10 -2.88 1.95 -0.82  -0.92
H1 -2.11 4.02 3.26  0.44
H2 -1.23 4.74 1.92  0.36
H3 -0.83 3.11 2.46  0.26
H4 -3.16 2.37 1.81  0.19
H5 -3.36 5.16 0.59  0.37
H6 -4.25 4.59 2.01  0.42
H7 -4.57 3.89 0.42  0.37
H8 -0.23 3.78 0.17  0.36
H9 0.59 3.06 -2.03  0.46
H10 0.33 1.04 -3.82  0.20
H11 -0.52 2.40 -4.51  0.49
H12 -1.34 0.85 -4.38  0.30
H13 -3.05 0.95 -2.71  0.57
H14 -3.88 1.66 -0.50  0.55
C11 3.62 3.56 1.04  -0.93
C12 4.49 3.09 2.03  -0.92
C13 4.52 1.74 2.34  -0.63
C14 3.68 0.86 1.66  0.23
C15 2.78 1.33 0.69  0.90
C16 2.78 2.68 0.38  0.00
C17 3.68 -0.59 1.91  1.37
C18 4.51 -1.23 2.85  -1.07
C19 4.42 -2.57 3.03  -0.79
C20 3.54 -3.35 2.24  1.18
C21 3.43 -4.75 2.35  -0.89
C22 2.61 -5.45 1.52  -0.76
C23 1.88 -4.78 0.52  -0.94
C24 1.96 -3.42 0.38  -0.18
C25 2.77 -2.68 1.26  0.07
N1 2.84 -1.31 1.15  0.24
H15 3.62 4.61 0.79  0.47
H16 5.14 3.78 2.55  0.42
H17 5.20 1.39 3.10  0.41
H18 2.12 3.06 -0.39  0.37
H19 5.20 -0.64 3.44  0.40
H20 5.03 -3.07 3.77  0.47
H21 4.02 -5.26 3.11  0.44
H22 2.53 -6.53 1.60  0.42
H23 1.27 -5.35 -0.17  0.50
H24 1.44 -2.93 -0.43  0.53
O1 -5.59 -2.31 -3.32  -0.60
N2 -4.52 -2.35 -3.89  1.03
O2 -4.34 -2.59 -5.06  -0.60
C26 -3.33 -2.07 -3.07  -1.13
C27 -3.48 -1.80 -1.75  -0.31
C28 -2.32 -1.57 -0.99  -0.19
C29 -1.01 -1.49 -1.54  0.64
O3 0.01 -1.03 -0.96  0.86
C30 -0.96 -1.88 -2.91  -0.27
C31 -2.06 -2.13 -3.67  -0.49
N3 0.36 -2.02 -3.54  1.15
O4 1.17 -2.69 -2.93  -0.60
O5 0.52 -1.52 -4.63  -0.57
N4 -2.54 -1.40 0.39  0.98
O6 -3.53 -0.96 0.87  -0.51
O7 -1.54 -1.84 1.14  -0.06
H25 -4.46 -1.81 -1.29  0.69
H26 -1.97 -2.37 -4.72  0.67
Cl1 2.54 0.17 -1.97  -0.38
Cl2 -2.84 -3.02 3.10  -0.13
C32 -1.77 -1.74 2.57  -0.17
Cl3 0.20 0.54 1.67  -0.41
H27 -0.78 -1.87 2.98  0.31
H28 -2.18 -0.76 2.80  0.22

energy above the lowest of the compared OMol25 structures with the same formula, charge and spin: 1.2 kJ/mol
net charge: +1
total energy: -4211.57509 a.u.
HOMO energy: -0.41073 hartree

Record 3
Below is a molecular structure, C32H29BrNP2ReS, with properties calculated with wB97M-V/def2-TZVPD.

Each line ends with the natural charge from an NBO analysis.
Element x y z (Å)
Re1 0.21 -0.29 -1.13  0.73
C1 2.15 0.29 5.27  -0.18
C2 2.09 1.23 4.26  -0.19
C3 1.54 0.91 3.03  -0.19
C4 0.99 -0.35 2.85  -0.36
C5 1.03 -1.30 3.87  -0.15
C6 1.61 -0.97 5.08  -0.21
P1 0.44 -1.01 1.24  1.14
C7 -0.97 -2.02 1.75  -0.40
C8 -1.97 -1.26 2.35  -0.16
C9 -3.17 -1.84 2.71  -0.22
C10 -3.36 -3.20 2.51  -0.19
C11 -2.35 -3.97 1.94  -0.20
C12 -1.16 -3.38 1.54  -0.19
C13 2.04 -1.65 0.68  -0.38
C14 3.04 -2.42 1.24  -0.14
C15 4.27 -2.42 0.61  -0.20
C16 4.49 -1.64 -0.51  -0.18
C17 3.47 -0.89 -1.08  -0.20
C18 2.21 -0.90 -0.51  -0.29
H1 2.63 0.53 6.21  0.23
H2 2.50 2.22 4.41  0.23
H3 1.54 1.62 2.22  0.21
H4 0.60 -2.28 3.71  0.22
H5 1.67 -1.71 5.86  0.23
H6 -1.78 -0.21 2.54  0.21
H7 -3.96 -1.24 3.14  0.23
H8 -4.29 -3.66 2.80  0.23
H9 -2.49 -5.03 1.81  0.23
H10 -0.37 -3.97 1.08  0.23
H11 2.87 -3.01 2.13  0.22
H12 5.08 -3.02 1.01  0.23
H13 5.47 -1.62 -0.96  0.22
H14 3.66 -0.31 -1.98  0.22
Br1 0.64 -0.21 -3.74  0.25
C19 0.62 1.73 -3.85  -0.05
C20 0.59 2.31 -5.10  -0.23
C21 0.60 3.70 -5.19  -0.20
C22 0.68 4.46 -4.05  -0.15
C23 0.69 3.87 -2.77  -0.09
C24 0.77 4.66 -1.61  -0.13
C25 0.67 4.07 -0.37  -0.22
C26 0.50 2.69 -0.26  -0.17
C27 0.51 1.82 -1.35  -0.34
C28 0.62 2.45 -2.64  -0.01
H15 0.60 1.70 -5.99  0.24
H16 0.56 4.16 -6.16  0.24
H17 0.73 5.54 -4.12  0.23
H18 0.90 5.73 -1.71  0.23
H19 0.71 4.69 0.51  0.23
H20 0.34 2.27 0.73  0.21
C29 -3.32 -1.35 -1.23  -0.93
P2 -2.26 0.14 -1.28  1.00
C30 -3.10 1.24 -0.08  -0.93
C31 -2.75 0.90 -2.87  -0.94
H21 -4.35 -1.05 -1.38  0.24
H22 -3.21 -1.86 -0.28  0.25
H23 -3.02 -2.03 -2.03  0.25
H24 -4.15 1.34 -0.35  0.24
H25 -2.64 2.22 -0.08  0.25
H26 -3.04 0.81 0.92  0.25
H27 -3.84 0.94 -2.92  0.24
H28 -2.38 0.30 -3.70  0.25
H29 -2.35 1.90 -2.95  0.25
S1 0.11 -4.78 -2.52  0.05
C32 -0.01 -3.33 -1.89  0.21
N1 -0.12 -2.28 -1.37  -0.67

energy above the lowest of the compared OMol25 structures with the same formula, charge and spin: 108.6 kJ/mol
net charge: +1
total energy: -5024.50981 a.u.
2S+1: 2
HOMO energy (spin up / spin down): -0.39181 / -0.39044 hartree

Record 4
Below is a molecular structure, C32H29CuN2OP2S, with properties calculated with wB97M-V/def2-TZVPD.

Each line ends with the natural charge from an NBO analysis.
Element x y z (Å)
Cu1 -0.96 1.05 1.29  0.72
C1 1.50 -0.65 0.08  -0.50
N1 0.54 -0.80 -1.05  -0.46
C2 0.52 0.46 -1.78  -0.49
P1 -0.64 1.67 -0.91  0.78
C3 0.19 3.21 -1.28  -0.37
C4 1.13 3.58 -0.31  -0.22
C5 1.97 4.69 -0.53  -0.18
C6 1.80 5.41 -1.74  -0.20
C7 0.93 4.99 -2.69  -0.21
C8 0.05 3.97 -2.45  -0.18
C9 -2.24 1.81 -1.76  -0.27
C10 -2.59 1.38 -3.07  -0.22
C11 -3.79 1.70 -3.68  -0.21
C12 -4.67 2.52 -3.01  -0.20
C13 -4.34 3.01 -1.76  -0.21
C14 -3.13 2.69 -1.15  -0.22
C15 0.23 -1.98 -1.71  0.16
C16 0.48 -3.23 -1.13  -0.27
C17 0.17 -4.43 -1.72  -0.18
C18 -0.45 -4.45 -2.94  -0.25
C19 -0.67 -3.24 -3.63  -0.20
C20 -0.43 -2.00 -2.99  -0.23
P2 0.51 -0.70 1.72  0.81
C21 1.74 -0.44 3.01  -0.37
C22 2.90 -1.16 2.99  -0.22
C23 3.86 -0.97 4.06  -0.19
C24 3.54 -0.12 5.08  -0.22
C25 2.35 0.59 5.09  -0.14
C26 1.47 0.50 4.06  -0.19
C27 0.06 -2.44 2.04  -0.37
C28 0.88 -3.55 2.40  -0.19
C29 0.49 -4.86 2.21  -0.23
C30 -0.87 -5.13 1.82  -0.18
C31 -1.78 -4.07 1.57  -0.21
C32 -1.25 -2.76 1.68  -0.17
H1 1.95 0.37 0.08  0.24
H2 2.38 -1.38 0.11  0.23
H3 0.29 0.27 -2.86  0.23
H4 1.54 0.88 -1.76  0.22
H5 1.12 3.19 0.73  0.25
H6 2.63 5.09 0.23  0.22
H7 2.22 6.38 -1.92  0.22
H8 0.76 5.55 -3.59  0.21
H9 -0.72 3.79 -3.13  0.22
H10 -1.96 0.65 -3.56  0.20
H11 -4.06 1.39 -4.64  0.21
H12 -5.56 2.72 -3.57  0.22
H13 -5.00 3.67 -1.21  0.22
H14 -2.97 2.99 -0.09  0.25
H15 1.11 -3.28 -0.22  0.22
H16 0.41 -5.38 -1.26  0.21
H17 -0.77 -5.36 -3.36  0.20
H18 -1.09 -3.44 -4.59  0.22
H19 -0.69 -1.12 -3.57  0.19
H20 3.17 -1.90 2.23  0.21
H21 4.78 -1.56 3.95  0.21
H22 4.17 0.03 5.87  0.21
H23 2.16 1.31 5.89  0.21
H24 0.62 1.13 4.01  0.24
H25 1.88 -3.43 2.81  0.22
H26 1.20 -5.67 2.49  0.22
H27 -1.18 -6.16 1.54  0.22
H28 -2.79 -4.28 1.28  0.23
H29 -1.88 -1.92 1.38  0.22
O1 0.03 3.63 3.28  -0.99
S1 -1.43 3.34 3.25  1.35
N2 -1.86 2.26 2.39  -1.22

net charge: 0
total energy: -4142.86812 a.u.
HOMO energy: -0.28981 hartree

Record 5
Below is a molecular structure, C32H29N3OPPtS3SbSe4, with properties calculated with wB97M-V/def2-TZVPD.

Each line ends with the Mulliken charge.
Element x y z (Å)
Pt1 -0.15 -0.19 1.04  0.92
Se1 4.80 0.58 2.37  -0.73
Sb1 2.86 -0.71 2.97  0.64
Se2 1.68 -1.69 0.94  -0.52
Se3 0.84 0.82 3.20  -0.63
Se4 2.97 -2.43 4.65  -0.73
C1 1.26 3.22 0.52  -1.40
C2 -0.17 3.68 0.81  0.64
C3 -0.44 3.94 2.29  -1.08
C4 -1.22 2.82 0.10  -0.13
C5 -2.58 3.50 0.00  -0.93
O1 -3.45 2.46 -0.39  -0.28
C6 -2.96 1.26 0.10  -0.28
N1 -1.58 1.42 0.53  -0.08
C7 -3.57 0.11 -0.73  4.07
C8 -3.72 0.55 -2.19  -1.40
C9 -4.11 -0.36 -3.11  -0.49
C10 -4.11 -1.75 -2.83  -1.43
C11 -3.38 -2.15 -1.72  -0.54
C12 -2.89 -1.25 -0.76  -1.06
P1 -1.51 -1.75 0.23  0.23
C13 -2.10 -2.55 1.78  0.77
C14 -1.21 -2.92 2.79  -0.27
C15 -1.69 -3.52 3.95  -0.74
C16 -3.05 -3.74 4.12  -0.72
C17 -3.94 -3.36 3.12  -0.44
C18 -3.47 -2.77 1.96  0.96
C19 -0.79 -3.15 -0.70  0.14
C20 -0.91 -4.47 -0.30  -0.26
C21 -0.33 -5.48 -1.05  -0.76
C22 0.38 -5.18 -2.21  -0.46
C23 0.50 -3.85 -2.61  -0.68
C24 -0.08 -2.85 -1.86  0.05
H1 1.98 3.84 1.06  0.39
H2 1.48 3.29 -0.54  0.37
H3 1.44 2.20 0.86  0.21
H4 -0.29 4.64 0.29  0.13
H5 -0.29 3.05 2.89  -0.03
H6 -1.45 4.32 2.47  0.30
H7 0.27 4.69 2.65  0.40
H8 -0.85 2.64 -0.92  0.33
H9 -2.61 4.27 -0.77  0.33
H10 -2.89 3.91 0.96  0.39
H11 -3.64 1.60 -2.44  0.38
H12 -4.35 -0.02 -4.12  0.39
H13 -4.43 -2.47 -3.57  0.42
H14 -3.10 -3.19 -1.64  0.41
H15 -0.15 -2.73 2.69  0.14
H16 -0.98 -3.78 4.73  0.45
H17 -3.42 -4.19 5.03  0.37
H18 -5.01 -3.52 3.26  0.38
H19 -4.14 -2.46 1.17  -0.81
H20 -1.45 -4.72 0.60  0.37
H21 -0.42 -6.51 -0.73  0.39
H22 0.84 -5.97 -2.79  0.34
H23 1.06 -3.61 -3.51  0.38
H24 0.02 -1.81 -2.16  0.41
S1 -8.93 0.94 0.72  -0.41
C25 -7.43 0.34 0.30  0.25
S2 -6.09 1.40 -0.05  -0.23
C26 -5.03 0.01 -0.22  -0.59
N2 -5.63 -1.11 -0.04  -0.01
N3 -6.97 -0.93 0.23  0.04
C27 -7.70 -2.14 0.47  0.03
C28 -7.01 -3.21 1.03  0.48
C29 -7.68 -4.41 1.25  -0.46
C30 -9.02 -4.54 0.91  -0.48
C31 -9.69 -3.47 0.34  -0.65
C32 -9.03 -2.27 0.11  -0.60
S3 -2.80 1.26 1.90  -0.06
H25 -5.97 -3.12 1.26  -0.03
H26 -7.14 -5.24 1.68  0.41
H27 -9.54 -5.48 1.09  0.37
H28 -10.73 -3.56 0.06  0.35
H29 -9.55 -1.44 -0.34  0.36

energy above the lowest of the compared OMol25 structures with the same formula, charge and spin: 409.7 kJ/mol
net charge: -2
total energy: -12977.64666 a.u.
HOMO energy: -0.07162 hartree

Record 6
Below is a molecular structure, C32H29N5O2PSTl, with properties calculated with wB97M-V/def2-TZVPD.

Each line ends with the Mulliken charge.
Element x y z (Å)
Tl1 -0.68 -0.71 -0.35  1.13
N1 1.75 1.42 3.07  -0.06
C1 2.88 0.63 3.29  -0.30
C2 3.33 0.42 4.58  -0.48
C3 4.46 -0.35 4.82  -0.67
C4 5.13 -0.94 3.77  -0.63
C5 4.69 -0.74 2.47  -0.62
C6 3.58 0.04 2.23  0.92
S1 2.99 0.28 0.57  -0.25
N2 1.44 0.86 0.80  -0.20
C7 1.02 1.35 1.90  0.09
C8 -0.36 1.86 1.95  0.54
C9 -0.76 2.79 2.91  -0.74
C10 -2.09 3.20 2.93  -0.66
C11 -2.96 2.68 1.99  -0.89
C12 -2.47 1.79 1.05  -0.32
N3 -1.21 1.39 1.04  0.42
H1 1.22 1.62 3.90  0.27
H2 2.81 0.89 5.41  0.40
H3 4.79 -0.50 5.84  0.39
H4 6.01 -1.54 3.96  0.39
H5 5.22 -1.18 1.64  0.42
H6 -0.06 3.21 3.61  0.62
H7 -2.43 3.90 3.68  0.43
H8 -4.01 2.96 1.98  0.44
H9 -3.09 1.36 0.28  0.50
O1 -2.69 0.99 -3.85  -0.74
C13 -2.37 0.32 -2.89  0.15
O2 -1.89 0.72 -1.79  -0.47
C14 -2.59 -1.21 -3.01  0.53
C15 -3.36 -1.70 -4.05  -0.70
C16 -3.52 -3.07 -4.19  -0.31
C17 -2.91 -3.90 -3.25  -0.78
C18 -2.18 -3.32 -2.23  -0.37
N4 -2.01 -2.01 -2.12  0.04
H10 -3.81 -0.99 -4.73  0.52
H11 -4.10 -3.48 -5.00  0.44
H12 -3.00 -4.97 -3.32  0.41
H13 -1.71 -3.92 -1.46  0.45
N5 -1.95 -1.62 1.20  -0.81
C19 -1.51 -1.91 2.38  0.35
C20 -2.41 -2.59 3.27  -0.70
C21 -2.05 -2.86 4.56  -0.36
C22 -0.80 -2.52 5.07  -0.71
C23 0.11 -1.91 4.22  -0.42
C24 -0.23 -1.62 2.92  0.30
H14 -3.38 -2.87 2.89  0.43
H15 -2.75 -3.39 5.19  0.35
H16 -0.52 -2.76 6.08  0.39
H17 1.10 -1.66 4.56  0.40
H18 0.49 -1.23 2.22  0.21
C25 2.80 -0.28 -2.92  -1.21
P1 0.96 -0.23 -2.83  0.97
C26 0.56 -1.21 -4.34  -1.62
C27 0.63 1.50 -3.29  0.68
C28 0.91 2.46 -2.31  -0.25
C29 0.67 3.79 -2.56  -0.76
C30 0.12 4.18 -3.77  -0.49
C31 -0.16 3.24 -4.74  -0.61
C32 0.09 1.90 -4.51  -0.40
H19 3.14 -0.04 -3.92  0.43
H20 3.14 -1.27 -2.64  0.42
H21 3.22 0.44 -2.22  0.33
H22 1.13 -0.84 -5.19  0.46
H23 -0.50 -1.17 -4.55  0.37
H24 0.84 -2.25 -4.14  0.43
H25 1.29 2.13 -1.35  0.04
H26 0.88 4.53 -1.80  0.42
H27 -0.09 5.23 -3.96  0.38
H28 -0.60 3.54 -5.68  0.38
H29 -0.17 1.17 -5.26  0.31

net charge: 0
total energy: -2573.04124 a.u.
HOMO energy (spin up / spin down): -0.22876 / -0.22861 hartree